The following is a DFT calculation (ωB97M-V/def2-TZVPD) of a molecular structure, C38H31BCl2N8O6RuS in a non-equilibrium geometry.

Each line ends with the Mulliken spin population.
Element x y z (Å)
Ru 0.0448 0.5059 -1.3360  1.888
Cl 4.8542 2.2852 3.1423  0.002
C 3.3439 2.1636 2.3073  -0.001
C 3.2074 1.2396 1.3273  0.060
C 2.0131 1.1038 0.6259  0.116
N 1.7820 0.3686 -0.4848  0.371
C 2.7869 -0.4708 -1.0544  0.215
O 3.2104 -1.4551 -0.4577  0.324
C 3.3926 -0.0284 -2.3539  0.056
C 4.3895 -0.8636 -2.9376  0.105
C 4.8854 -0.6310 -4.1517  -0.050
C 4.4824 0.5821 -4.8335  0.228
C 3.5999 1.4258 -4.1312  -0.120
N 3.0843 1.1188 -2.9167  0.165
C 0.8439 1.8974 1.0188  0.303
C 0.9995 2.7533 2.1149  -0.051
C 2.2534 2.9992 2.6947  0.157
Cl 2.4461 4.0951 4.0244  0.021
N -0.2462 1.7266 0.2368  0.071
C -1.5205 1.9921 0.6999  0.144
O -1.7589 2.7211 1.6529  0.185
C -2.5244 1.2170 -0.0510  0.212
C -3.8772 1.2505 0.2981  -0.055
C -4.8059 0.5924 -0.5541  0.213
C -4.3001 -0.2059 -1.5778  0.122
C -2.9113 -0.2395 -1.7722  0.001
N -2.0447 0.4298 -1.0332  0.181
H 3.9957 0.5270 1.1104  -0.001
H 4.6321 -1.7625 -2.3977  0.024
H 5.5388 -1.3909 -4.6016  0.001
H 4.8910 0.8381 -5.7742  0.021
H 3.3815 2.4325 -4.5144  -0.005
H 0.1433 3.2464 2.4971  0.002
H -4.1612 1.9532 1.0494  0.003
H -5.8999 0.7286 -0.3987  0.021
H -4.9364 -0.6765 -2.3570  0.011
H -2.5747 -0.7823 -2.6561  0.026
N 0.3537 6.1013 0.7264  0.002
C 0.1355 5.3339 -0.3769  -0.002
C 1.2241 4.8654 -1.1580  -0.005
C 0.9937 4.1080 -2.2847  0.002
C -0.2986 3.8424 -2.7134  0.013
C -1.3719 4.4472 -2.0549  0.002
C -1.1919 5.1145 -0.8507  0.007
S -0.6027 2.8203 -4.1110  0.001
O -2.0217 2.5863 -4.3311  0.003
O 0.2043 3.3535 -5.1711  0.004
N 0.1722 1.4680 -3.5585  0.060
C 0.2406 0.2267 -4.0601  0.020
N 0.4158 -0.1533 -5.3326  -0.007
C 0.5252 -1.4856 -5.5083  0.013
C 0.6504 -2.4615 -4.5380  -0.001
C 0.4952 -1.9898 -3.2127  -0.006
N 0.1944 -0.7110 -3.0137  -0.059
H 1.1583 5.8605 1.3150  0.000
H -0.5244 6.2246 1.3106  0.000
H 2.2345 5.1093 -0.8875  0.002
H 1.8861 3.7362 -2.8888  0.004
H -2.3346 4.4322 -2.5681  0.000
H -2.0492 5.3727 -0.2385  -0.003
H 0.6039 -1.7993 -6.5743  0.000
H 0.9778 -3.4505 -4.7519  0.001
H 0.5941 -2.6073 -2.3090  0.006
C -1.8146 -5.7357 5.2717  0.000
C -1.6836 -4.2242 5.1215  0.001
C -2.9332 -3.5190 5.6691  0.000
C -0.4472 -3.7388 6.0545  0.000
C -1.4539 -3.7874 3.6643  0.000
C -1.5244 -4.6929 2.5867  -0.001
C -1.1231 -4.4349 1.2780  0.001
C -0.7685 -3.1053 1.0106  0.007
O -0.5115 -2.4670 -0.2462  0.005
B -0.4059 -1.0768 0.0099  -0.080
O -0.6585 -0.8700 1.4432  0.062
C -0.8101 -2.1431 1.9855  -0.014
C -1.1135 -2.4420 3.3387  0.000
H -1.9284 -6.0101 6.3429  0.000
H -0.9250 -6.2225 4.8333  0.000
H -2.7345 -6.0610 4.7204  0.000
H -3.0952 -3.9107 6.6846  0.000
H -3.8102 -3.7923 5.0710  0.000
H -2.8944 -2.3876 5.7443  0.000
H -0.5161 -4.2534 7.0311  0.000
H -0.5031 -2.6754 6.1186  0.000
H 0.5017 -4.0120 5.6611  0.000
H -1.9642 -5.6642 2.7249  0.000
H -1.1514 -5.1921 0.5163  0.000
H -1.0373 -1.6134 4.0509  -0.001

Orbital gap (alpha / beta): 4.588 / 5.609 eV
Total charge: -1
Calculated total energy: -3794.5185 a.u.
Spin multiplicity: 6
Energy above the lowest of the compared OMol25 structures with the same formula, charge and spin: 37.02 kcal per mole
<S²>: 8.82
HOMO level (alpha / beta): -2.41 / -5.84 eV